# 1
{
  "formula": "C34H56CrNOP2Si2",
  "method": "ωB97M-V with the def2-TZVPD basis set",
  "charge": 1,
  "s_squared": 6.04,
  "e_tot_ev": -102456.717,
  "de_lowest_kj_mol": 0.0,
  "spin_multiplicity": 5,
  "gap_ev": [8.4, 8.7],
  "e_homo_ha": [-0.3844, -0.3922],
  "lumo_ev": [-2.0815, -2.0200],
  "fmax_ev_per_a": 0.712,
  "species": ["Cr", "C", "N", "C", "C", "O", "H", "H", "H", "H", "H", "H", "H", "C", "C", "P", "C", "C", "C", "C", "H", "H", "H", "H", "H", "H", "H", "H", "H", "H", "H", "H", "H", "H", "H", "C", "C", "C", "C", "C", "C", "P", "C", "C", "C", "C", "C", "C", "C", "C", "C", "C", "C", "C", "H", "H", "H", "H", "H", "H", "H", "H", "H", "H", "H", "H", "H", "H", "H", "C", "Si", "C", "C", "C", "Si", "C", "C", "C", "H", "H", "H", "H", "H", "H", "H", "H", "H", "H", "H", "H", "H", "H", "H", "H", "H", "H", "H"],
  "xyz": [[0.169, 0.512, 0.222], [4.447, 1.472, -2.777], [3.908, 1.140, -1.457], [4.682, 0.246, -0.602], [2.681, 1.480, -1.134], [2.131, 1.166, -0.060], [5.490, 1.763, -2.678], [3.892, 2.303, -3.204], [4.376, 0.615, -3.448], [5.719, 0.572, -0.601], [4.636, -0.780, -0.971], [4.289, 0.278, 0.409], [2.192, 2.152, -1.838], [-1.645, 0.512, 3.710], [-0.160, 0.870, 3.782], [0.866, -0.123, 2.628], [2.607, 0.351, 2.998], [2.862, 1.140, 4.284], [0.728, -1.820, 3.292], [1.107, -1.998, 4.759], [-2.240, 1.228, 4.277], [-1.836, -0.483, 4.114], [-2.012, 0.526, 2.682], [0.214, 0.733, 4.796], [-0.016, 1.921, 3.533], [2.960, 0.926, 2.142], [3.173, -0.584, 3.001], [2.346, 2.102, 4.270], [3.929, 1.343, 4.385], [2.544, 0.599, 5.176], [1.356, -2.447, 2.653], [-0.296, -2.151, 3.116], [2.143, -1.715, 4.955], [0.995, -3.046, 5.041], [0.464, -1.413, 5.421], [-4.722, -1.738, -3.310], [-4.851, -2.252, -2.029], [-3.793, -2.173, -1.130], [-2.598, -1.567, -1.505], [-2.480, -1.047, -2.793], [-3.530, -1.137, -3.693], [-1.120, -1.507, -0.430], [-1.574, -2.642, 0.930], [-0.947, -3.869, 1.132], [-1.312, -4.676, 2.203], [-2.310, -4.270, 3.078], [-2.952, -3.053, 2.876], [-2.581, -2.244, 1.812], [0.103, -2.474, -1.389], [-0.293, -3.473, -2.278], [0.655, -4.229, -2.950], [2.010, -4.002, -2.739], [2.415, -3.019, -1.848], [1.465, -2.255, -1.180], [-5.548, -1.808, -4.008], [-5.775, -2.726, -1.722], [-3.912, -2.607, -0.147], [-1.553, -0.588, -3.104], [-3.418, -0.729, -4.692], [-0.163, -4.201, 0.462], [-0.815, -5.628, 2.351], [-2.597, -4.903, 3.909], [-3.741, -2.733, 3.548], [-3.089, -1.297, 1.662], [-1.347, -3.657, -2.452], [0.334, -4.999, -3.642], [2.748, -4.596, -3.264], [3.471, -2.854, -1.673], [1.797, -1.500, -0.474], [-0.573, 5.166, -0.512], [-0.694, 3.455, 0.225], [0.770, 3.457, 1.419], [-2.264, 3.444, 1.236], [-0.757, 1.994, -0.948], [-0.501, 2.237, -2.775], [0.428, 3.768, -3.320], [0.530, 0.857, -3.591], [-2.167, 2.349, -3.596], [-0.597, 5.888, 0.314], [-1.409, 5.398, -1.183], [0.359, 5.320, -1.060], [0.498, 4.089, 2.272], [1.638, 3.907, 0.927], [1.107, 2.497, 1.812], [-2.210, 4.163, 2.061], [-2.499, 2.460, 1.656], [-3.105, 3.733, 0.595], [-1.819, 1.703, -0.881], [1.411, 3.877, -2.840], [-0.131, 4.688, -3.142], [0.598, 3.682, -4.400], [1.508, 1.251, -3.886], [0.056, 0.515, -4.520], [0.698, -0.025, -2.962], [-2.657, 3.271, -3.261], [-2.825, 1.515, -3.343], [-2.074, 2.400, -4.687]],
  "mulliken_spin": [3.4861, -0.0012, 0.0050, -0.0030, 0.0882, -0.0160, 0.0002, 0.0004, 0.0003, -0.0001, 0.0004, 0.0011, -0.0173, 0.0273, -0.0215, 0.1781, 0.0017, 0.0009, -0.0359, 0.0015, 0.0024, 0.0029, 0.0275, -0.0026, -0.0011, 0.0110, 0.0003, 0.0001, -0.0005, -0.0002, 0.0013, 0.0098, -0.0008, 0.0008, -0.0003, -0.0012, 0.0008, -0.0072, 0.0457, 0.0069, 0.0035, 0.0355, 0.0090, 0.0016, 0.0014, -0.0002, 0.0007, 0.0168, -0.0711, -0.0099, 0.0020, 0.0014, 0.0179, 0.0594, -0.0002, -0.0002, 0.0005, -0.0093, -0.0001, 0.0004, -0.0001, -0.0001, 0.0002, -0.0002, -0.0008, -0.0003, 0.0002, 0.0020, 0.0004, -0.0018, -0.0589, 0.0443, 0.0411, 0.0540, -0.0068, 0.0010, 0.0845, 0.0008, -0.0003, -0.0007, -0.0004, 0.0063, 0.0022, -0.0078, 0.0033, -0.0186, 0.0013, 0.0135, -0.0003, -0.0003, 0.0000, 0.0094, 0.0019, -0.0188, -0.0006, -0.0004, -0.0004]
}



# 2
{
  "formula": "C34H56F3N2O11S2",
  "method": "ωB97M-V with the def2-TZVPD basis set",
  "charge": 1,
  "e_tot_ev": -91481.765,
  "gap_ev": 5.6,
  "e_homo_ha": -0.3878,
  "lumo_ev": -4.9743,
  "fmax_ev_per_a": 1.014,
  "species": ["C", "C", "O", "N", "C", "C", "O", "N", "C", "C", "C", "C", "C", "S", "C", "C", "O", "O", "C", "S", "O", "O", "C", "F", "F", "F", "C", "H", "H", "H", "H", "H", "H", "H", "H", "H", "H", "H", "H", "H", "H", "H", "H", "C", "C", "C", "O", "C", "H", "H", "H", "H", "H", "H", "H", "H", "C", "C", "C", "O", "C", "H", "H", "H", "H", "H", "H", "H", "H", "C", "C", "C", "O", "C", "H", "H", "H", "H", "H", "H", "H", "H", "C", "C", "C", "O", "C", "H", "H", "H", "H", "H", "H", "H", "H", "C", "C", "C", "O", "C", "H", "H", "H", "H", "H", "H", "H", "H"],
  "xyz": [[0.445, 2.862, -2.523], [0.298, 2.259, -1.157], [0.718, 2.746, -0.142], [-0.336, 0.965, -1.106], [-1.460, 0.714, -2.079], [-1.420, -0.632, -2.708], [-2.283, 1.558, -2.241], [-0.755, 0.628, 0.190], [-1.537, 1.441, 0.907], [-1.963, 1.116, 2.183], [-2.827, 2.094, 2.949], [-2.650, 3.567, 2.547], [-3.813, 4.126, 1.716], [-5.399, 4.165, 2.588], [-1.575, -0.129, 2.707], [-2.106, -0.565, 4.051], [-3.254, -0.374, 4.333], [-1.203, -1.148, 4.845], [-0.755, -0.960, 1.923], [-0.231, -2.584, 2.509], [-1.378, -3.302, 2.960], [0.908, -2.422, 3.347], [0.382, -3.491, 0.994], [1.570, -3.027, 0.639], [-0.478, -3.351, -0.022], [0.465, -4.758, 1.323], [-0.356, -0.555, 0.673], [-0.500, 3.297, -2.840], [1.230, 3.608, -2.457], [0.733, 2.087, -3.240], [-1.650, -1.350, -1.908], [-2.176, -0.736, -3.473], [-0.417, -0.855, -3.053], [-1.833, 2.377, 0.460], [-3.864, 1.790, 2.799], [-2.623, 1.968, 4.009], [-2.575, 4.183, 3.442], [-1.720, 3.731, 1.995], [-3.918, 3.610, 0.759], [-3.615, 5.173, 1.489], [-5.782, 2.891, 2.431], [-1.650, -1.855, 5.341], [0.276, -1.146, 0.032], [3.727, -2.294, 4.748], [4.977, -2.546, 3.907], [5.919, -1.470, 4.430], [5.576, -1.265, 5.800], [4.335, -1.910, 6.091], [3.062, -3.152, 4.815], [3.161, -1.457, 4.336], [5.380, -3.539, 4.122], [4.809, -2.472, 2.833], [5.784, -0.525, 3.891], [6.970, -1.756, 4.363], [4.536, -2.797, 6.702], [3.707, -1.230, 6.666], [1.674, 0.758, -6.974], [1.340, -0.691, -6.625], [0.801, -0.547, -5.212], [0.190, 0.747, -5.125], [0.541, 1.513, -6.290], [1.720, 0.951, -8.044], [2.634, 1.039, -6.535], [0.557, -1.065, -7.289], [2.190, -1.368, -6.687], [1.621, -0.589, -4.481], [0.069, -1.314, -4.962], [-0.338, 1.587, -6.936], [0.827, 2.519, -5.980], [-3.105, -4.620, -5.698], [-3.200, -3.538, -6.770], [-2.979, -2.273, -5.955], [-2.109, -2.639, -4.873], [-2.009, -4.068, -4.799], [-2.867, -5.606, -6.091], [-4.046, -4.689, -5.149], [-2.399, -3.662, -7.501], [-4.149, -3.532, -7.304], [-3.920, -1.899, -5.537], [-2.512, -1.470, -6.528], [-1.017, -4.368, -5.153], [-2.113, -4.378, -3.758], [10.610, -2.281, 4.304], [9.638, -3.252, 4.969], [9.262, -4.156, 3.802], [10.402, -4.203, 2.945], [11.342, -3.197, 3.332], [11.282, -1.784, 5.003], [10.059, -1.512, 3.757], [10.152, -3.826, 5.743], [8.775, -2.768, 5.424], [8.417, -3.742, 3.238], [9.006, -5.169, 4.113], [12.197, -3.683, 3.814], [11.695, -2.680, 2.440], [-8.828, 7.345, 0.404], [-9.490, 5.993, 0.655], [-8.653, 5.073, -0.224], [-7.338, 5.633, -0.254], [-7.361, 6.951, 0.295], [-9.011, 8.076, 1.190], [-9.178, 7.766, -0.541], [-9.383, 5.713, 1.705], [-10.548, 5.968, 0.403], [-9.043, 5.038, -1.247], [-8.596, 4.053, 0.159], [-6.885, 6.928, 1.282], [-6.788, 7.616, -0.352]],
  "mulliken_charge": [-1.0993, 0.7225, -0.5459, -0.0989, 0.8411, -1.2126, -0.5374, 0.2385, -0.3027, 0.0899, -0.4837, -0.9896, -0.7154, -0.1849, 0.7041, -0.3024, -0.4955, -0.3535, -0.1294, 1.2536, -0.6588, -0.4681, 0.6233, -0.1892, -0.1830, -0.1892, -0.4517, 0.3271, 0.3827, 0.1472, 0.4562, 0.2627, 0.0321, 0.4639, 0.2658, 0.5021, 0.3614, 0.5995, 0.2388, 0.4166, 0.1178, 0.3815, 0.9546, -0.1545, -0.5958, 0.0587, -0.4077, -0.5155, 0.3136, 0.0591, 0.2749, 0.3572, 0.2764, -0.2198, 0.2578, 0.2905, -0.6415, -0.6480, 0.2109, -0.2652, -0.4381, 0.3813, 0.2701, 0.2058, 0.4269, 0.1839, -0.1756, 0.3027, 0.2481, -0.5615, -0.6282, -0.4013, -0.1849, -0.4752, 0.3523, 0.2650, 0.2700, 0.3595, 0.3120, 0.2386, 0.2704, 0.2730, -0.4811, -0.5237, -0.2244, -0.4303, -0.4637, 0.3638, 0.2146, 0.3123, 0.3013, 0.1475, 0.2808, 0.2627, 0.2762, -0.5342, -0.5027, -0.3837, -0.3501, -0.3661, 0.3303, 0.2660, 0.2378, 0.3372, 0.2657, 0.2401, 0.1968, 0.2893]
}